Entry 1:
12 unconnected molecules or ions with the total composition C4H32O11S in a non-equilibrium geometry. Source: the OMol25 dataset; level of theory: ωB97M-V with the def2-TZVPD basis set.

As for the SMILES: CCCCS.O.O.O.O.O.O.O.O.O.O.O. As for the max |F|: 5.1 eV/Å. The energy comes out at -1397.3514 Ha. The HOMO-LUMO gap is 8.7 eV.

Atoms and positions in Å:
1 C -1.82989 -0.49904 -1.23763
2 C -1.43637 -1.41240 -0.05859
3 C -0.00857 -1.05795 0.55080
4 C 0.16787 -1.75810 1.90954
5 S 1.90260 -1.51496 2.48521
6 H -2.48709 0.24336 -1.00581
7 H -0.97238 0.10914 -1.44536
8 H -1.94070 -0.96854 -2.21819
9 H -1.43785 -2.50525 -0.33684
10 H -2.09272 -1.24918 0.75355
11 H 0.19490 -0.03366 0.44865
12 H 0.73034 -1.48231 -0.12340
13 H 0.09232 -2.81584 1.88671
14 H -0.57762 -1.23390 2.60126
15 H 1.64393 -1.04886 3.74750
16 O 2.65556 -3.08753 -1.64339
17 H 3.42991 -3.39168 -2.01120
18 H 2.31798 -3.84777 -1.21330
19 O -1.14322 2.23995 2.16605
20 H -1.79645 2.78564 1.58790
21 H -0.28302 2.58667 1.93884
22 O -0.16956 2.83768 -1.80527
23 H -0.02582 3.82081 -1.95073
24 H 0.58733 2.34205 -2.06101
25 O -3.95509 -1.65427 2.21896
26 H -4.44159 -0.76951 1.91425
27 H -3.26488 -1.28210 2.82160
28 O 0.39354 -4.01140 -0.50483
29 H -0.40440 -3.68032 -0.89680
30 H 0.45883 -3.67382 0.35073
31 O -2.19136 0.15581 3.17251
32 H -1.76551 0.86259 2.58958
33 H -2.47780 0.69209 3.99681
34 O -1.97833 3.32313 -0.00202
35 H -2.19868 4.17670 -0.13125
36 H -1.28160 2.91412 -0.45270
37 O 1.92368 1.54369 -2.81548
38 H 1.88952 0.59980 -2.98621
39 H 2.08998 1.85353 -3.75583
40 O 1.86133 -1.06255 -3.09871
41 H 2.28629 -1.71167 -3.76071
42 H 1.88581 -1.41928 -2.14617
43 O 3.08805 1.93069 -0.29496
44 H 2.67570 1.69850 -1.19863
45 H 3.85920 1.35746 -0.23262
46 O 1.07226 3.20232 0.90407
47 H 0.94997 2.77802 0.09033
48 H 2.00361 3.11812 1.25284


Entry 2:
12 unconnected molecules or ions with the total composition C4H33N2O13 in a non-equilibrium geometry. Source: the OMol25 dataset; level of theory: ωB97M-V with the def2-TZVPD basis set.

The total charge is +1. As for the max |F|: 2.3 eV/Å. The energy comes out at -1259.6816 Ha. The HOMO-LUMO gap is 10.7 eV.

Atoms and positions in Å:
1 N 1.72354 1.48904 -0.30078
2 C 0.28489 1.30103 0.05825
3 C -0.32820 0.28945 -0.87265
4 N -1.65275 0.22819 -0.94609
5 C -2.60082 0.97610 -0.14378
6 C -3.08537 0.09945 1.00951
7 O -3.67206 -1.04301 0.39514
8 O 0.39873 -0.49006 -1.50542
9 H 2.27558 1.20364 0.51550
10 H 1.76034 2.50907 -0.52709
11 H 1.98699 0.84523 -1.05610
12 H 0.34419 0.76471 1.01669
13 H -0.18398 2.29038 0.10326
14 H -1.99491 -0.58777 -1.42056
15 H -2.24459 1.91861 0.23206
16 H -3.46588 1.19223 -0.75077
17 H -3.69756 0.66810 1.70588
18 H -2.18939 -0.23939 1.54982
19 H -4.60821 -1.09320 0.57711
20 H -0.16141 -3.38516 2.02316
21 H 0.10329 -2.99981 3.64239
22 O 0.18576 -2.81951 2.71321
23 H 1.45845 -0.96333 -4.30145
24 H 0.61815 -0.41423 -3.09203
25 O 1.43006 -0.25658 -3.64818
26 H -0.19148 -1.01948 2.57971
27 H 0.80313 0.03891 2.93530
28 O -0.12204 -0.04315 2.60406
29 H 3.19291 0.54040 2.95532
30 H 2.72116 -0.70166 2.01190
31 O 2.60618 0.26034 2.23481
32 H -2.15756 1.49337 3.02332
33 H -2.45416 2.18817 4.25261
34 O -2.77818 2.17347 3.35663
35 H 0.64828 2.72092 -4.42098
36 H 0.95533 1.50994 -3.56364
37 O 0.76495 2.46824 -3.49521
38 H -1.59463 -2.82703 -2.77902
39 H -0.66182 -2.11014 -1.91622
40 O -1.40829 -2.73565 -1.84067
41 H 1.87791 -2.54538 1.92523
42 H 2.84927 -2.38158 0.74134
43 O 2.81183 -2.39633 1.70701
44 H -2.81291 -3.12618 1.42510
45 H -2.24480 -3.45899 0.06497
46 O -2.07268 -3.56931 1.02010
47 H 2.93689 -0.03867 -2.64255
48 H 4.36471 -0.17154 -2.03508
49 O 3.53376 0.32826 -1.95741
50 H 2.43535 4.52108 -1.45722
51 H 1.58065 3.53467 -2.30782
52 O 1.73138 3.86413 -1.39864


Entry 3:
13 unconnected molecules or ions with the total composition C4H33N2O14 in a non-equilibrium geometry. Source: the OMol25 dataset; level of theory: ωB97M-V with the def2-TZVPD basis set.

The total charge is -1. As for the max |F|: 1.7 eV/Å. The energy comes out at -1335.1529 Ha. The HOMO-LUMO gap is 8.7 eV.

Atoms and positions in Å:
1 N 1.57686 0.96189 -1.47530
2 C 0.79061 0.53778 -0.30759
3 C 0.34202 1.75286 0.48511
4 C 1.44713 2.70855 0.91112
5 O 1.04977 4.07942 1.09475
6 C -0.39597 -0.39593 -0.66337
7 N -0.21554 -1.59604 -0.20273
8 O -1.44497 0.00960 -1.28049
9 H 3.64770 0.76226 0.65517
10 H 1.24956 1.78136 -1.96857
11 H 1.51142 -0.12860 0.16295
12 H -0.24702 1.30091 1.28744
13 H -0.38192 2.33842 -0.09658
14 H 2.32708 2.77102 0.26828
15 H 1.83580 2.39062 1.87738
16 H -0.91235 -2.29968 -0.43621
17 H 1.88114 -2.09179 -1.72025
18 H 3.28414 -2.49067 0.29432
19 H 2.19666 -3.34428 0.59311
20 O 2.89044 -2.90525 1.08793
21 H -2.81656 0.14356 2.53268
22 H -2.48154 1.49853 2.37063
23 O -3.29977 0.97937 2.38248
24 H -2.86133 1.87891 0.40430
25 H -2.17132 1.40929 -0.79938
26 O -2.93789 1.99816 -0.55191
27 H -2.81087 -3.68152 0.44330
28 H -3.41621 -2.60512 -0.56486
29 O -3.16738 -3.52551 -0.43165
30 H 1.25377 -2.87039 2.34824
31 H -0.15222 -3.28155 1.88838
32 O 0.37257 -3.11240 2.66922
33 H -4.26967 0.00333 -2.23568
34 H -2.86637 -0.62221 -2.27490
35 O -3.80113 -0.82671 -2.35407
36 H 3.22523 -1.74511 -2.28108
37 H 1.70098 0.24500 -2.17683
38 O 2.79656 -1.95301 -1.44113
39 H 0.44760 4.23664 0.36781
40 H 2.52337 0.80832 1.65103
41 O 3.46338 0.62533 1.58642
42 H 0.73051 -0.84456 -4.16058
43 H 1.77707 0.16007 -4.59587
44 O 1.65645 -0.76677 -4.38967
45 H -1.24403 2.35150 3.62576
46 H -0.05655 1.27193 3.70697
47 O -0.32540 2.18503 3.83070
48 H -0.61092 -1.43655 2.08655
49 H -0.50289 -1.08575 3.54165
50 O -0.83139 -0.72084 2.71338
51 H -0.97605 0.42388 -3.14866
52 H -0.30676 1.79890 -3.49110
53 O -0.47381 0.91782 -3.81862


Entry 4:
13 unconnected molecules or ions with the total composition C4H33NO13S2 in a non-equilibrium geometry. Source: the OMol25 dataset; level of theory: ωB97M-V with the def2-TZVPD basis set.

As for the max |F|: 4.8 eV/Å. The energy comes out at -2001.3910 Ha. The HOMO-LUMO gap is 8.1 eV.

Atoms and positions in Å:
1 N -2.36863 -0.07459 -0.28229
2 C -2.21888 -0.25467 -1.75366
3 C -2.18238 1.20605 -2.28541
4 O -2.62470 1.46284 -3.37425
5 C -1.14034 -1.06630 -2.32895
6 S -1.02025 -0.94320 -4.07431
7 S 0.50192 -2.04553 -4.59138
8 C 1.95177 -1.48648 -3.56840
9 H -2.75321 0.82370 -0.02771
10 H -1.60459 -0.26763 0.34337
11 H -3.26670 -0.53192 -2.17317
12 H -1.76335 1.98759 -1.63957
13 H -0.26937 -0.73136 -1.74929
14 H -1.05472 -2.13236 -2.08696
15 H 2.66718 -2.27368 -3.78494
16 H 2.30361 -0.49619 -3.74943
17 H 1.61059 -1.50677 -2.55753
18 H -1.70445 0.25014 2.65225
19 H -2.64720 -1.03118 2.19701
20 O -1.80780 -0.58291 2.11701
21 H 4.06841 -1.86743 1.82885
22 H 3.62114 -0.52196 1.11535
23 O 4.22624 -0.92423 1.76354
24 H 1.34890 3.32571 -0.25272
25 H 0.00523 2.71336 -0.96293
26 O 0.56369 2.79152 -0.16965
27 H -1.35928 1.30801 4.18426
28 H -2.71633 1.88495 3.60984
29 O -2.34528 1.15746 4.11085
30 H 0.53773 1.13431 2.12680
31 H 1.06440 0.19312 3.32068
32 O 0.41826 0.85818 3.03619
33 H 0.05408 1.68933 -3.49575
34 H -0.61375 3.06787 -3.45347
35 O 0.16556 2.56618 -3.08800
36 H 2.92356 0.19181 4.33418
37 H 3.25192 -0.79056 3.32481
38 O 2.52087 -0.59159 3.94892
39 H 1.84717 -3.47912 0.38089
40 H 0.72241 -2.92446 1.27436
41 O 1.67704 -2.79183 1.04698
42 H -1.89643 -2.72417 1.15992
43 H -0.76311 -2.13243 1.89317
44 O -0.96764 -2.92325 1.34241
45 H 2.17701 0.73685 -0.51503
46 H 3.65980 0.85481 -1.24997
47 O 3.12426 0.34649 -0.63194
48 H 0.21160 -0.19886 0.63847
49 H 1.27939 -1.27120 0.54824
50 O 0.97993 -0.44799 0.08790
51 H -3.98471 2.68858 -0.13104
52 H -3.04891 3.28727 1.01534
53 O -3.36166 2.48770 0.57617


Here are the calculated energy above the lowest of the compared OMol25 structures with the same formula, charge and spin numbers, same order: 0.00; 132.53; 397.82; 390.13 (kJ/mol).